This record from OMol25 describes C23H28CdF9O3 as an isolated structure at a distorted geometry. The level of theory is the ωB97M-V functional and the def2-TZVPD basis.

```
64
Properties=species:S:1:pos:R:3:forces:R:3
O 0.5034 0.3111 -5.8675 -0.125 0.693 -1.060
C 0.3436 1.6154 -6.5195 0.032 0.089 0.386
C 0.1064 1.0102 -7.9063 0.130 -0.409 0.824
H 1.2620 2.2125 -6.4471 -0.265 -0.064 0.182
H -0.5199 2.1598 -6.1165 0.315 -0.043 0.092
C 0.3169 -0.3357 -7.1590 -0.132 -0.208 -0.738
H 0.8796 1.2368 -8.6391 -0.201 0.016 -0.075
H -0.9029 1.1447 -8.2929 0.146 0.058 -0.131
C 1.5525 -1.0737 -7.6306 0.136 -0.230 0.087
H 2.4248 -0.4130 -7.6686 -0.115 -0.096 0.108
H 1.3792 -1.4670 -8.6400 0.016 0.088 0.131
H 1.7667 -1.9255 -6.9758 0.057 0.156 -0.032
C -0.8977 -1.2392 -7.1724 -0.053 -0.202 0.095
H -1.8001 -0.7000 -6.8652 0.167 -0.088 0.035
H -0.7396 -2.0960 -6.5071 -0.104 0.159 -0.025
H -1.0554 -1.6283 -8.1855 0.009 0.077 0.124
Cd 0.4020 0.6698 2.6120 -0.695 -1.327 0.149
C -2.3672 -0.4204 3.1933 -0.189 0.572 -0.116
C -2.0185 0.9527 3.2997 -0.182 -0.448 -0.442
C -1.9761 1.5053 1.9728 0.017 -0.129 -0.527
H -1.9584 1.5471 4.1941 0.156 -0.121 -0.074
C -2.4019 0.4787 1.0826 0.025 -0.473 0.152
C -2.5910 -0.7147 1.8358 -0.276 1.084 -0.457
H -2.8732 -1.6823 1.4183 0.094 0.278 0.168
H -2.4775 -1.1083 4.0229 0.187 0.137 -0.153
H -1.8458 2.5650 1.7358 -0.222 -0.327 0.088
H -2.6043 0.6075 0.0192 0.326 -0.115 0.213
C 1.3949 -1.8992 3.4340 -0.580 -0.338 -0.682
C 0.5319 -2.5751 2.5531 1.156 -0.105 0.702
C 0.9261 -2.2547 1.2288 0.828 0.677 -0.294
H -0.2665 -3.2590 2.8524 0.368 0.220 -0.146
C 1.9787 -1.3082 1.2903 -0.992 -0.480 -0.607
C 2.2027 -0.9780 2.6747 -0.149 0.015 0.276
H 3.0245 -0.3871 3.0828 0.028 -0.425 -0.194
H 1.4909 -2.0858 4.4869 -0.261 0.333 -0.161
H 0.4908 -2.6694 0.3197 0.106 0.206 0.228
H 2.5493 -0.9177 0.4505 -0.305 0.067 0.156
O 0.3726 0.6343 -0.2133 0.059 0.724 -1.282
C -0.0232 -0.2422 -1.2997 0.258 -0.443 0.343
C -0.3267 0.6308 -2.5130 -0.342 0.348 0.284
H -0.8708 -0.8621 -0.9702 0.224 0.363 -0.004
H 0.8139 -0.9257 -1.5103 -0.088 0.162 0.086
C 0.5546 1.8626 -2.2679 0.384 -0.474 0.015
H -1.3813 0.9377 -2.4848 0.131 -0.100 -0.081
H -0.1177 0.1428 -3.4691 -0.059 0.044 0.195
C 0.5401 1.9707 -0.7474 -0.507 -0.141 0.452
H 0.1931 2.7645 -2.7673 0.054 -0.060 0.087
H 1.5696 1.6404 -2.6179 -0.078 0.144 -0.004
H -0.3211 2.5779 -0.4255 0.128 -0.089 0.025
H 1.4453 2.4119 -0.3097 -0.087 -0.150 -0.155
F -0.3541 2.4524 6.1330 -0.305 -0.542 0.534
C -0.7789 1.2660 6.6458 -0.120 -0.271 -0.270
F -0.6733 1.3174 8.0005 -0.298 0.283 -0.632
F -2.0975 1.1641 6.3424 0.913 0.221 0.449
C 0.0722 0.0723 6.0129 -0.191 -0.242 -0.958
O -0.0635 -0.0267 4.6954 0.172 0.501 1.614
C 1.5890 0.3803 6.3425 -0.100 -0.386 -0.080
F 1.8013 0.7037 7.6390 0.351 -0.019 -0.477
F 2.3940 -0.6755 6.0459 -0.520 0.786 0.369
F 2.0128 1.4248 5.5693 -0.123 -0.791 0.763
C -0.4966 -1.3001 6.6247 0.106 0.019 -0.340
F -0.2429 -1.4548 7.9474 -0.151 -0.047 -0.355
F -1.8469 -1.3593 6.4460 1.029 0.003 0.371
F 0.0048 -2.3866 5.9850 -0.292 0.862 0.764
```
Forces are in eV/Å.

The LUMO energy is 2.02 eV. For the total energy, the calculation gives -59467.614 eV. As for the max |F|: 1.70 eV Å⁻¹. The highest occupied orbital energy is -3.58 eV. As for the HOMO-LUMO gap: 0.20589 hartree. The total charge is -1.

natural (NBO) atomic charge list, values in e, 6 entries:
1 O -0.542
2 C -0.060
3 C -0.462
4 H 0.176
5 H 0.180
6 C 0.269

This record from OMol25 describes C23H28Cl3N6OSTi as an isolated structure. The level of theory is the ωB97M-V functional and the def2-TZVPD basis.

```
63
Properties=species:S:1:pos:R:3:forces:R:3
Ti -0.1196 -0.4397 0.1551 0.049 -0.309 -0.026
C -2.6504 0.3282 1.7355 0.003 0.004 0.009
N -2.2703 -0.7094 0.7569 -0.042 0.042 -0.025
C -2.5721 -2.0371 1.3261 0.019 0.006 -0.009
C -3.0703 -0.5206 -0.4796 0.010 0.016 -0.021
C -2.4940 0.5855 -1.3271 0.023 -0.031 0.017
C -3.2796 1.2326 -2.2763 0.003 0.023 -0.012
C -2.7128 2.1976 -3.1014 -0.005 -0.009 0.011
C -1.3674 2.5177 -2.9675 -0.007 -0.006 0.004
C -0.5936 1.8608 -2.0182 0.004 0.006 -0.015
C -1.1292 0.8782 -1.1784 -0.140 0.065 -0.069
H -3.7052 0.2241 2.0080 0.000 0.000 -0.001
H -2.4895 1.3162 1.3067 -0.003 -0.001 0.000
H -2.0424 0.2290 2.6335 -0.004 -0.001 0.002
H -3.6460 -2.1340 1.5120 0.001 -0.003 0.004
H -2.0338 -2.1652 2.2623 -0.001 -0.001 0.003
H -2.2544 -2.8129 0.6318 -0.004 -0.001 0.000
H -4.1184 -0.3364 -0.2165 -0.001 0.003 0.000
H -3.0274 -1.4607 -1.0338 -0.005 0.000 0.001
H -4.3346 0.9972 -2.3677 0.003 -0.001 0.001
H -3.3253 2.7096 -3.8324 0.003 0.000 0.000
H -0.9264 3.2779 -3.6005 0.000 0.002 0.000
H 0.4598 2.1204 -1.9453 0.001 -0.002 0.002
C 2.5786 -3.0088 0.9383 0.017 -0.002 0.031
C 1.6295 -2.1278 1.6785 0.092 -0.007 0.062
O 0.4098 -2.0321 1.3255 -0.081 0.089 -0.029
N 2.0776 -1.4472 2.7053 -0.032 -0.030 -0.093
C 1.2106 -0.5555 3.4558 0.036 -0.034 -0.009
C 1.1547 0.8462 2.8950 -0.011 -0.016 0.003
C 1.7828 1.8673 3.5905 0.003 -0.001 0.004
C 1.7162 3.1647 3.1209 0.000 -0.002 -0.001
C 1.0017 3.4063 1.9603 -0.009 0.004 -0.009
C 0.4152 2.3405 1.3108 0.007 -0.013 -0.002
N 0.4864 1.0701 1.7483 0.053 0.091 0.128
H 2.1752 -3.2244 -0.0479 0.005 0.004 0.004
H 2.6938 -3.9461 1.4855 -0.015 -0.004 -0.008
H 3.5573 -2.5280 0.8818 0.002 -0.001 -0.002
H 3.0971 -1.2536 2.7205 0.013 0.062 0.075
H 1.5874 -0.5094 4.4748 0.004 0.002 0.000
H 0.2122 -0.9903 3.4829 0.000 0.002 -0.001
H 2.3362 1.6291 4.4877 0.001 0.002 -0.001
H 2.2116 3.9678 3.6493 0.000 0.000 0.001
H 0.9006 4.4006 1.5497 0.001 0.002 0.001
H -0.1386 2.4973 0.3964 -0.004 -0.002 -0.008
C 2.4752 -2.0483 -3.3095 -0.009 -0.001 -0.002
N 1.2552 -1.3867 -3.7477 0.014 0.025 0.025
C 1.1379 -0.6388 -4.9070 0.007 -0.011 0.002
C -0.1378 -0.2095 -4.9769 -0.006 0.011 -0.010
N -0.7791 -0.7151 -3.8699 -0.028 0.003 0.028
C 0.0713 -1.4232 -3.1095 0.012 -0.042 -0.023
S -0.2996 -2.2637 -1.6577 0.009 0.041 0.013
H 2.6401 -2.9564 -3.8866 -0.003 -0.002 0.001
H 2.3687 -2.3010 -2.2589 0.005 0.001 -0.010
H 3.3148 -1.3693 -3.4412 0.003 -0.005 -0.006
H 1.9696 -0.4892 -5.5715 -0.001 0.003 0.000
H -0.6388 0.4015 -5.7046 0.000 0.002 -0.002
H -1.7174 -0.4874 -3.5709 0.003 0.005 0.005
Cl 4.6063 -0.0444 1.9597 -0.046 -0.029 -0.012
C 4.2769 0.8669 -0.7167 0.065 -0.041 -0.012
Cl 4.5985 2.4867 -0.3788 -0.023 -0.038 -0.036
Cl 5.4492 -0.1182 -1.4330 -0.047 0.054 -0.011
C 2.9837 0.3825 -0.5739 0.066 -0.028 0.173
N 1.8995 -0.0070 -0.4572 -0.008 0.102 -0.147
```
Forces are in eV/Å.

The LUMO energy (spin up / spin down) is -2.76 / -4.27 eV. For the total energy, the calculation gives -106808.535 eV. Its expectation value of S² is 2.0099. As for the max |F|: 0.31 eV Å⁻¹. The highest occupied orbital energy (spin up / spin down) is -10.73 / -11.04 eV. As for the HOMO-LUMO gap (spin up / spin down): 0.29262 / 0.24892 hartree. The total charge is +1. As for the spin multiplicity: 3.

natural (NBO) atomic charge list, values in e, 6 entries:
1 Ti 1.580
2 C -0.405
3 N -0.518
4 C -0.399
5 C -0.269
6 C 0.045

This record from OMol25 describes one molecule with the formula C23H28FN3O3S at a distorted geometry. The level of theory is the ωB97M-V functional and the def2-TZVPD basis.

```
59
Properties=species:S:1:pos:R:3:forces:R:3
O 0.5239 3.3437 2.0737 -0.246 0.075 0.148
C 1.0478 2.9438 1.0508 -0.110 0.101 -0.127
C 0.2284 2.6142 -0.1622 -0.326 -0.073 -0.048
C -0.3545 3.6112 -0.9348 0.151 -0.100 0.167
C -1.1735 3.2810 -2.0038 -0.024 -0.113 -0.062
C -1.4296 1.9517 -2.2975 -0.057 0.082 -0.109
C -0.8624 0.9675 -1.5110 -0.002 -0.503 0.022
S -1.2071 -0.7514 -1.8815 -0.233 0.582 0.053
O -1.1070 -0.9427 -3.2983 -0.251 0.058 -0.156
O -0.3805 -1.5642 -1.0299 -0.098 0.166 0.132
N -2.8253 -0.8224 -1.4682 0.924 0.233 -0.359
C -3.6218 -1.7253 -2.2746 0.115 -0.375 -0.614
C -3.2426 -3.1979 -2.0904 -0.250 -0.011 0.030
C -3.9577 -3.9078 -0.9367 0.028 0.101 0.001
C -4.1559 -3.0619 0.3256 0.166 -0.128 0.005
C -2.9797 -2.1471 0.6693 -0.260 0.111 -0.033
C -3.0574 -0.7941 -0.0428 0.147 -0.022 0.582
C -0.0391 1.2797 -0.4500 0.089 0.013 0.029
N 2.3795 2.7571 0.9353 0.277 0.057 0.056
C 3.0688 2.2797 -0.2378 0.135 -0.094 -0.228
C 3.5341 0.8121 -0.0196 0.045 0.083 -0.210
N 3.4082 0.4439 1.3739 0.198 -0.175 0.015
C 2.3229 -0.3337 1.7719 -0.043 -0.257 0.018
C 1.4786 -0.0006 2.8326 0.073 0.008 -0.142
C 0.4384 -0.8317 3.2075 -0.113 -0.041 0.094
C 0.2044 -2.0199 2.5395 0.008 0.001 0.031
C 1.0356 -2.3873 1.4950 0.157 0.126 -0.026
C 2.0765 -1.5596 1.1379 -0.041 -0.063 0.063
F 2.9090 -1.9719 0.1501 -0.108 0.120 0.148
C 3.9490 1.4491 2.2544 0.075 -0.002 0.012
C 3.2198 2.8104 2.1115 -0.104 0.084 0.260
H -0.1612 4.6464 -0.6959 -0.003 0.105 0.030
H -1.6138 4.0626 -2.6041 -0.038 0.047 -0.063
H -2.0562 1.6604 -3.1248 -0.120 0.062 -0.135
H -3.4276 -1.4327 -3.3079 -0.259 -0.097 0.017
H -4.6761 -1.5488 -2.0485 0.027 0.104 0.005
H -2.1616 -3.2311 -1.9449 -0.020 -0.162 -0.071
H -3.4590 -3.7374 -3.0143 0.082 0.000 -0.035
H -3.3802 -4.7993 -0.6838 -0.062 -0.070 0.001
H -4.9407 -4.2448 -1.2752 0.026 -0.094 -0.007
H -4.3376 -3.7430 1.1601 -0.101 0.050 -0.003
H -5.0529 -2.4467 0.2189 -0.079 -0.004 0.061
H -2.0298 -2.6205 0.4241 0.078 -0.032 0.116
H -2.9873 -1.9427 1.7421 0.066 0.007 0.018
H -2.3025 -0.1221 0.3726 -0.180 0.059 0.194
H -4.0432 -0.3438 0.1246 0.104 0.016 0.011
H 0.3762 0.4781 0.1419 0.102 -0.086 0.155
H 3.9361 2.9306 -0.3986 -0.086 -0.016 -0.059
H 2.4167 2.3541 -1.1076 0.145 0.038 0.045
H 2.9348 0.1418 -0.6317 0.073 0.006 0.043
H 4.5821 0.7063 -0.3217 -0.089 -0.005 -0.088
H 1.6173 0.9289 3.3600 0.039 0.166 0.017
H -0.2000 -0.5351 4.0263 -0.054 0.024 0.073
H -0.6097 -2.6631 2.8335 -0.088 -0.069 0.018
H 0.8975 -3.3086 0.9541 -0.010 -0.109 -0.100
H 3.9034 1.0863 3.2812 0.064 0.055 -0.028
H 5.0039 1.5681 1.9837 -0.030 -0.002 0.091
H 3.9426 3.6276 2.0109 -0.042 -0.032 0.039
H 2.5704 3.0245 2.9618 0.134 -0.006 -0.092
```
Forces are in eV/Å.

The LUMO energy is 0.59 eV. For the total energy, the calculation gives -48470.949 eV. As for the max |F|: 1.02 eV Å⁻¹. The highest occupied orbital energy is -7.95 eV. As for the HOMO-LUMO gap: 0.31380 hartree. Its structure (SMILES) is O=C(c1cccc(S(=O)(=O)N2CCCCCC2)c1)N1CCN(c2ccccc2F)CC1.

natural (NBO) atomic charge list, values in e, 6 entries:
1 O -0.615
2 C 0.677
3 C -0.135
4 C -0.162
5 C -0.207
6 C -0.168